[1]
Molecular formula: C3H36O16S
Method: DFT, ωB97M-V/def2-TZVPD

The geometry in XYZ format:
```
56
Properties=species:S:1:pos:R:3
O -1.96 -0.54 1.99
C -2.29 -1.09 0.94
C -3.75 -1.36 0.78
C -4.26 0.10 0.44
S -4.20 0.89 -1.21
H -1.43 -1.33 0.34
H -4.10 -1.64 1.78
H -3.97 -1.97 -0.09
H -5.30 0.30 0.60
H -3.84 0.73 1.22
H -2.88 1.00 -1.35
H 0.26 1.48 -2.75
H -0.50 1.92 -1.57
O 0.38 1.56 -1.75
H 4.21 2.16 -0.77
H 5.00 0.88 -0.62
O 5.11 1.83 -0.66
H 1.75 -3.01 1.12
H 0.19 -2.58 1.34
O 0.97 -3.00 1.66
H 1.67 -1.97 4.47
H 1.50 -2.10 2.92
O 2.00 -1.63 3.63
H 1.57 -0.91 -0.64
H 0.40 -1.84 -1.10
O 1.15 -1.80 -0.48
H -0.52 0.02 2.10
H 1.01 0.11 2.58
O 0.40 0.37 1.87
H -0.83 4.05 1.75
H -0.94 3.29 3.01
O -0.33 3.92 2.58
H -1.45 -4.34 2.50
H -1.61 -2.89 3.14
O -1.72 -3.43 2.34
H -0.31 4.22 -0.27
H 0.48 3.02 0.38
O -0.40 3.34 0.13
H 2.90 0.32 -4.05
H 1.57 0.70 -3.62
O 2.13 -0.10 -3.62
H 1.87 1.68 3.88
H 0.64 1.86 2.94
O 0.91 1.79 3.94
H 3.87 -2.44 -1.58
H 2.55 -2.48 -0.82
O 3.44 -2.92 -0.88
H -2.17 -1.28 -4.68
H -2.92 -0.18 -4.01
O -2.13 -0.32 -4.56
H -0.85 0.58 -4.49
H 0.70 1.25 -4.69
O -0.19 1.32 -4.35
H 1.90 0.70 0.16
H 1.89 1.19 -1.26
O 2.40 0.58 -0.67
```

Summary:
E_tot: -47288.6881 eV
E_LUMO: -0.0177 Ha
HOMO: -9.9 eV

---

[2]
Molecular formula: C3H37N2O13S
Method: DFT, ωB97M-V/def2-TZVPD

The geometry in XYZ format:
```
56
Properties=species:S:1:pos:R:3
N 0.93 0.18 -1.91
C 2.26 -0.51 -2.07
C 2.66 -0.70 -3.52
S 3.87 -2.04 -3.78
C 3.41 -0.10 -1.13
N 2.82 0.14 0.19
H 0.86 0.39 -0.91
H 0.80 1.00 -2.50
H 0.18 -0.44 -2.26
H 2.04 -1.53 -1.72
H 1.78 -1.06 -4.07
H 3.00 0.13 -4.12
H 4.75 -1.97 -2.77
H 3.84 0.84 -1.48
H 4.09 -0.92 -0.96
H 3.24 -0.32 0.97
H 2.19 0.85 0.47
H -2.47 -3.15 1.12
H -2.55 -1.76 0.56
O -1.98 -2.33 1.10
H -0.50 2.27 2.86
H -1.28 3.44 2.29
O -0.39 3.11 2.38
H -0.76 -1.80 -0.90
H -0.66 -3.21 -1.42
O -0.25 -2.35 -1.53
H -0.21 3.28 -1.44
H -0.39 4.22 -2.78
O -0.59 3.41 -2.31
H -0.47 -2.49 3.79
H -0.75 -1.52 2.65
O -0.53 -1.55 3.59
H -4.43 -0.11 1.91
H -4.67 1.24 1.17
O -4.14 0.44 1.16
H -4.09 0.05 4.48
H -3.24 -1.19 4.03
O -3.74 -0.43 3.73
H 1.76 -2.20 1.13
H 1.62 -3.00 -0.06
O 1.59 -3.12 0.90
H 0.58 -0.90 1.11
H -0.60 -0.01 0.46
O 0.27 -0.02 0.90
H -1.33 1.88 -3.45
H -1.67 0.55 -4.12
O -1.06 0.95 -3.49
H -2.47 0.17 0.05
H -1.94 0.68 -1.37
O -1.93 -0.04 -0.72
H 1.05 3.78 0.24
H 0.52 2.43 0.81
O 0.82 2.88 0.00
H -1.36 0.88 4.04
H 0.05 0.41 4.22
O -0.54 1.13 4.49
```

Summary:
E_tot: -44139.7614 eV
E_LUMO: -0.0936 Ha
Energy relative to the best compared isomer or geometry (same formula, charge and spin): 53.6 kcal per mole
HOMO: -11.9 eV
Net charge: +1

---

[3]
Molecular formula: C3H38NO14S
Method: DFT, ωB97M-V/def2-TZVPD

The geometry in XYZ format:
```
57
Properties=species:S:1:pos:R:3
C -1.04 -0.58 -1.60
C -1.19 0.00 -0.14
C 0.24 0.23 0.44
S 0.50 -1.38 1.44
N -1.94 1.40 -0.26
H -0.82 -1.67 -1.62
H -0.54 0.02 -2.34
H -2.13 -0.52 -1.94
H -1.79 -0.48 0.61
H 0.97 0.07 -0.65
H 0.38 0.99 0.98
H 0.67 -0.88 2.63
H -2.10 1.53 0.72
H -1.15 2.03 -0.57
H -2.91 1.52 -0.63
H -3.07 -4.40 1.46
H -1.68 -3.93 1.56
O -2.34 -4.17 0.82
H -2.99 1.19 3.19
H -1.58 1.00 2.66
O -2.49 0.92 2.35
H -3.17 -2.45 1.60
H -2.53 -1.01 1.98
O -3.34 -1.58 1.94
H 4.28 -0.62 -0.04
H 3.04 -0.97 -0.82
O 3.93 -1.09 -0.87
H 0.64 2.02 2.93
H 0.54 1.48 4.42
O 0.11 1.40 3.55
H 3.73 2.68 -0.36
H 4.01 3.28 1.11
O 3.59 2.60 0.70
H 1.19 2.34 -1.71
H 0.62 3.76 -1.66
O 0.67 2.93 -1.22
H 3.51 0.91 1.42
H 3.01 -0.32 2.20
O 2.76 0.22 1.51
H -4.54 0.54 0.99
H -5.19 -0.37 0.17
O -4.85 0.52 0.08
H 3.40 1.45 -3.20
H 2.07 0.91 -2.87
O 2.82 1.52 -2.46
H 0.84 3.38 1.26
H 2.29 2.86 1.60
O 1.41 3.25 1.98
H 1.07 -1.06 -3.25
H 0.84 -0.44 -4.62
O 1.27 -0.28 -3.75
H -1.53 -3.53 -1.26
H -1.02 -4.91 -1.72
O -1.26 -4.02 -2.08
H 0.30 -3.15 -2.47
H 1.64 -2.77 -1.98
O 0.83 -2.37 -2.25
```

Summary:
E_tot: -44710.2941 eV
E_LUMO: -0.0867 Ha
Energy relative to the best compared isomer or geometry (same formula, charge and spin): 80.9 kcal per mole
HOMO: -12.0 eV
Net charge: +1

---

[4]
Molecular formula: C3H38NO16
Method: DFT, ωB97M-V/def2-TZVPD

The geometry in XYZ format:
```
58
Properties=species:S:1:pos:R:3
C 0.71 2.01 -1.57
C 0.52 3.47 -1.19
C -0.20 3.62 0.09
O -1.15 3.07 0.53
N -0.45 1.18 -1.39
H 1.59 1.55 -0.85
H 1.18 1.86 -2.61
H 0.33 4.24 -1.91
H 1.56 3.81 -0.93
H 0.02 4.50 0.70
H -0.86 0.90 -2.24
H -1.12 1.67 -0.86
H -0.23 0.23 -0.90
H -2.13 1.35 3.25
H -0.96 0.57 3.19
O -1.86 0.65 2.74
H 1.27 -1.87 -3.18
H 0.39 -2.64 -2.26
O 1.22 -2.09 -2.28
H -3.11 3.37 3.29
H -1.70 4.00 3.30
O -2.21 3.45 3.70
H 2.09 -1.20 -1.09
H 2.42 -0.86 0.38
O 2.16 -0.48 -0.50
H -0.55 -0.31 -4.36
H -0.46 1.00 -4.99
O -0.23 0.44 -4.33
H 4.74 -0.05 1.35
H 4.52 -0.72 2.84
O 4.16 -0.86 1.93
H 2.02 -3.01 0.48
H 0.95 -3.83 1.33
O 1.03 -3.07 0.66
H -2.10 -0.01 0.49
H -3.29 0.73 0.75
O -2.71 0.53 0.09
H 3.98 -2.94 1.39
H 4.44 -2.57 -0.04
O 3.81 -3.08 0.45
H 1.55 1.58 2.70
H 0.32 2.33 2.32
O 1.15 2.22 2.16
H -2.91 -1.02 -0.61
H -3.61 -2.07 -0.10
O -3.21 -1.81 -0.95
H 2.52 -0.62 4.13
H 2.26 -0.95 2.64
O 2.27 -0.34 3.33
H -1.24 -2.05 1.43
H -0.19 -1.47 0.32
O -1.14 -1.72 0.55
H -3.77 -1.59 -3.38
H -3.00 -0.94 -2.50
O -3.05 -0.86 -3.50
H -0.99 -3.45 -0.57
H -1.83 -2.98 -1.55
O -1.14 -3.49 -1.52
```

Summary:
E_tot: -37967.3054 eV
E_LUMO: -0.0974 Ha
Energy relative to the best compared isomer or geometry (same formula, charge and spin): 146.2 kcal per mole
HOMO: -13.2 eV
Net charge: +1

---

[5]
Molecular formula: C3H3AgO
Method: DFT, ωB97M-V/def2-TZVPD

The geometry in XYZ format:
```
8
Properties=species:S:1:pos:R:3
C 0.44 1.22 0.13
C 0.51 2.39 1.20
C 1.60 1.55 0.67
H 0.13 2.25 2.22
H 0.36 3.43 0.84
H 2.69 1.50 0.58
O -0.44 -2.80 -0.41
Ag -1.12 -0.75 -0.85
```

Summary:
⟨S²⟩: 0.76
E_tot: -9200.3404 eV
E_LUMO (alpha / beta): 0.1254 / 0.1255 Ha
Energy relative to the best compared isomer or geometry (same formula, charge and spin): 19.4 kcal per mole
2S+1: 2
HOMO (alpha / beta): -3.8 / -3.7 eV
Net charge: -1

---

[6]
Molecular formula: C3H3AgO3
Method: DFT, ωB97M-V/def2-TZVPD

The geometry in XYZ format:
```
10
Properties=species:S:1:pos:R:3
H 1.47 0.25 1.17
O 2.03 -0.56 -1.19
C 1.01 -0.86 -0.57
O 0.43 0.02 0.25
O 0.97 -1.96 0.19
Ag -1.50 -1.57 0.37
H 2.15 -1.67 1.20
C 3.49 -1.27 2.30
C 2.86 -0.22 2.15
H 4.25 -2.03 2.35
```

Summary:
⟨S²⟩: 0.75
E_tot: -13294.3813 eV
E_LUMO (alpha / beta): 0.1360 / 0.1171 Ha
Energy relative to the best compared isomer or geometry (same formula, charge and spin): 122.3 kcal per mole
2S+1: 2
HOMO (alpha / beta): -2.3 / -4.9 eV
Net charge: -1